The following is a DFT calculation (ωB97M-V with the def2-TZVPD basis set) of 2 unconnected molecules or ions with the total composition C5H11NO.

```
18
Properties=species:S:1:pos:R:3:forces:R:3
C 1.224 2.141 -1.922 0.807 0.661 0.328
C 0.311 1.169 -1.162 -1.556 -0.848 -2.007
C 1.142 0.045 -0.632 -0.860 0.381 1.441
C 1.219 -0.238 0.714 0.285 -0.908 -2.057
N 0.031 -0.398 1.379 -0.116 2.295 1.541
C 0.045 -0.753 2.611 0.482 0.224 -1.278
H 1.506 2.986 -1.286 0.056 -0.165 0.228
H 0.842 2.633 -2.817 -0.472 -0.465 -0.045
H 2.167 1.664 -2.189 -0.020 -0.063 -0.161
H -0.382 0.720 -1.893 0.046 0.199 -0.150
H -0.361 1.736 -0.524 0.358 -0.394 0.769
H 1.586 -0.593 -1.392 1.405 0.853 0.109
H 2.214 -0.350 1.146 -0.146 -1.231 0.425
H 0.991 -1.125 3.013 -0.209 0.098 0.622
H -0.864 -0.604 3.175 -0.060 -0.638 0.250
H -3.727 -2.663 1.276 0.007 0.125 -0.138
H -4.003 -3.657 0.169 -0.018 0.045 -0.102
O -3.941 -2.711 0.336 0.010 -0.171 0.225
```
Positions in Å, forces in eV/Å.

Its orbital gap is 7.96 eV. The total energy is -8897.6638 eV. The structure (SMILES) is C=N/C=C\CC.O. Its HOMO energy is -7.764 eV. The spin multiplicity is 1. The calculation puts the energy above the lowest of the compared OMol25 structures with the same formula, charge and spin at 4.0335 eV.

natural (NBO) population analysis, charges in e, atoms 1 to 5: -0.60 -0.47 -0.11 -0.09 -0.42